(1)
A 14-piece molecular cluster, C8H44O14 overall in a non-equilibrium geometry. Source: the Open Molecules 2025 dataset; level of theory: wB97M-V/def2-TZVPD.

Results
expectation value of S²	0.7551
net charge	+1
HOMO (spin up / spin down)	-12.17 / -12.17	eV
2S+1	2
gap between HOMO and LUMO (spin up / spin down)	0.3496 / 0.0861	Eh

Atoms and positions in Å:
H: -3.149 4.298 -0.352
O: 3.940 0.315 0.938
H: -2.607 1.723 1.675
H: -0.206 1.365 -0.031
H: -1.443 -2.931 -3.838
C: 0.611 -0.152 0.695
H: -0.931 -2.506 -1.520
O: -2.731 -2.431 -0.148
H: -0.056 -3.747 -3.071
H: -3.921 0.825 0.829
H: 0.282 -2.397 -3.973
H: 1.394 0.054 -0.035
H: 1.022 -0.589 1.605
H: 0.186 -2.532 1.960
O: -0.119 1.015 0.859
H: -3.464 -0.645 -1.029
H: -0.429 3.525 2.526
H: -0.752 0.067 -4.169
H: 0.512 3.306 -2.480
H: 0.039 -0.906 0.155
C: -3.622 -1.722 -0.983
O: 0.402 2.755 -1.704
C: -3.249 0.842 1.687
H: -0.894 1.027 -2.152
O: -0.565 -1.925 -2.192
H: 0.761 -4.152 1.878
O: -1.705 0.832 -2.626
H: -3.613 -1.983 -2.042
H: 3.813 0.127 -2.711
C: -2.201 4.077 -0.842
H: 2.997 -3.287 0.037
H: 3.227 -0.496 3.569
H: -1.905 4.826 -1.577
C: 0.754 -3.273 2.522
H: 0.310 -3.450 3.502
H: 3.598 1.098 -1.570
H: -1.573 4.243 0.917
H: 0.213 2.253 2.013
H: -3.949 0.808 2.522
H: 2.492 -3.213 3.497
C: -1.398 0.932 -4.013
H: -1.016 1.939 -4.178
O: 0.392 3.033 2.539
O: -2.443 -0.322 1.750
H: 3.561 -0.554 1.070
H: -0.114 3.291 -1.101
H: 2.814 0.505 5.064
C: -0.498 -2.781 -3.316
H: -2.304 0.933 -4.619
O: -1.132 3.920 0.129
H: 2.512 -1.890 -1.394
O: 2.651 1.386 3.329
O: 2.080 -2.759 2.757
O: 3.070 -2.375 0.320
H: -4.636 -1.793 -0.588
H: 2.666 -2.361 1.188
H: 1.541 -0.213 4.093
H: 1.318 -1.417 -2.197
H: -2.211 3.112 -1.349
O: 2.264 -1.552 -2.255
H: -1.765 -0.173 1.087
C: 2.547 0.205 4.051
H: 3.488 0.873 1.570
H: -2.676 -1.913 0.659
H: 1.859 1.895 3.514
O: 3.961 1.037 -2.454

Charges computed using Löwdin, reported in e:
1 H 0.10
2 O -0.03
3 H 0.07
4 H 0.06
5 H 0.10
6 C -0.12
7 H 0.08
8 O -0.09
9 H 0.11
10 H 0.07
11 H 0.09
12 H 0.09
13 H 0.08
14 H 0.06
15 O -0.11
16 H 0.06
17 H 0.02
18 H 0.12
19 H 0.07
20 H 0.07
21 C -0.14
22 O -0.01
23 C -0.12
24 H 0.07
25 O -0.08
26 H 0.09
27 O 0.09
28 H 0.08
29 H 0.01
30 C -0.09
31 H 0.07
32 H 0.07
33 H 0.09
34 C -0.09
35 H 0.10
36 H 0.01
37 H 0.09
38 H -0.02
39 H 0.09
40 H 0.11
41 C 0.00
42 H 0.12
43 O -0.03
44 O -0.12
45 H -0.02
46 H -0.01
47 H 0.09
48 C -0.10
49 H 0.11
50 O -0.15
51 H -0.01
52 O -0.12
53 O -0.15
54 O -0.04
55 H 0.10
56 H -0.01
57 H 0.08
58 H -0.01
59 H 0.06
60 O -0.03
61 H 0.03
62 C -0.16
63 H 0.00
64 H 0.05
65 H 0.05
66 O -0.03

***

(2)
C8H4ClMnN2O4S3 as an isolated structure. Source: the Open Molecules 2025 dataset; level of theory: wB97M-V/def2-TZVPD.

Results
expectation value of S²	8.7547
net charge	-1
HOMO (spin up / spin down)	-5.18 / -5.20	eV
2S+1	6
gap between HOMO and LUMO (spin up / spin down)	0.2871 / 0.2877	Eh
energy above the lowest of the compared OMol25 structures with the same formula, charge and spin	4.4	kJ/mol

Atoms and positions in Å:
N: 4.505 2.138 0.953
C: -2.946 -0.730 0.228
O: 1.140 0.063 2.333
Mn: 2.114 1.065 0.520
C: 0.907 0.688 -1.914
S: -0.181 0.158 -3.181
S: 2.494 1.239 -2.143
Cl: 1.911 -1.197 2.264
N: 0.369 0.616 -0.716
C: -3.433 -1.031 -1.046
H: -4.420 -1.461 -1.160
H: -3.562 -0.934 1.095
O: 2.760 -1.017 1.064
H: -1.292 0.039 1.387
C: -2.656 -0.792 -2.170
C: -0.904 0.065 -0.719
O: 1.032 -2.309 2.085
C: 3.524 2.742 1.137
C: -1.391 -0.247 -1.993
H: -3.027 -1.028 -3.160
O: 2.726 -1.341 3.426
S: 2.018 3.452 1.305
C: -1.688 -0.181 0.404

Charges computed using Löwdin, reported in e:
1 N 0.06
2 C -0.09
3 O -0.42
4 Mn 0.58
5 C -1.17
6 S 1.00
7 S 0.53
8 Cl 0.70
9 N -0.09
10 C -0.11
11 H 0.09
12 H 0.10
13 O -0.40
14 H 0.10
15 C -0.11
16 C -0.30
17 O -0.31
18 C -1.00
19 C -0.48
20 H 0.10
21 O -0.30
22 S 0.52
23 C -0.01

***

(3)
A 22-piece molecular cluster, C8H53BNO25 overall in a non-equilibrium geometry. Source: the Open Molecules 2025 dataset; level of theory: wB97M-V/def2-TZVPD.

Results
net charge	+1
HOMO	-11.88	eV
2S+1	1
gap between HOMO and LUMO	0.2502	Eh
energy above the lowest of the compared OMol25 structures with the same formula, charge and spin	0.0	kJ/mol

Atoms and positions in Å:
O: 1.885 -2.908 -0.605
H: 3.702 -5.510 3.448
O: 2.626 -5.808 0.859
O: -3.200 0.593 2.016
O: -1.451 1.489 3.051
H: 3.518 -5.465 0.710
H: -4.173 5.307 2.933
H: 1.419 -0.463 -0.226
H: 0.580 0.574 -0.956
H: 0.642 -1.553 -2.392
H: -2.853 2.277 -5.769
H: -3.015 -3.963 -2.077
H: -5.476 8.784 1.662
H: 3.967 -1.836 -0.622
H: 4.321 -7.480 -0.660
H: -2.225 2.289 -7.152
C: -0.967 4.301 0.005
H: 4.708 -1.815 -1.937
H: -5.831 3.148 3.125
O: 3.291 -1.073 -3.156
H: -0.235 0.627 -3.876
H: -1.236 3.961 2.100
C: -4.675 4.701 2.194
C: -1.747 2.254 0.888
O: -4.528 8.675 1.527
C: -4.863 3.272 2.656
O: 0.048 -2.115 -2.904
H: 5.935 -4.038 2.332
H: 9.691 -2.284 0.068
H: -5.635 5.142 1.946
H: 7.494 -0.749 -2.949
H: 5.369 -6.662 -1.402
H: 1.872 -3.817 -0.274
H: -0.586 -1.476 -3.261
O: 2.831 -5.513 3.873
H: 2.644 -0.395 -2.937
O: -5.510 0.188 1.781
H: 0.396 -7.321 1.554
O: 9.142 -2.842 -0.489
H: -5.523 -0.273 0.934
O: 4.860 -1.797 -0.982
H: -5.473 7.386 -0.321
C: -1.833 1.730 -0.392
O: -1.475 6.204 2.315
H: -4.258 9.473 1.060
O: 4.886 -6.706 -0.571
O: 5.023 -4.273 2.130
H: -1.828 6.962 1.828
H: 2.704 -6.301 1.679
H: -0.640 5.317 0.122
O: 0.387 -7.614 2.470
O: -6.151 6.749 -0.077
O: -0.597 -0.995 0.711
H: -0.716 -1.594 -0.038
H: 5.319 -8.081 5.104
H: -4.079 3.058 3.385
B: -4.481 1.095 1.769
C: -1.303 3.557 1.112
H: -2.216 -3.109 -3.050
O: 5.172 -7.680 4.242
H: -0.580 6.482 2.550
H: -4.070 4.712 1.294
H: -4.158 4.750 -1.281
O: 1.286 -0.062 -1.097
H: -1.561 2.143 -2.466
H: -5.860 5.915 -0.477
H: 2.856 -1.627 -3.814
H: 1.166 -7.204 2.864
O: -1.999 2.276 -6.215
H: -0.819 4.348 -2.019
N: -1.056 3.770 -1.223
H: 4.716 -3.553 1.569
H: -0.918 -1.498 1.468
O: -4.719 2.419 1.494
H: 2.690 -4.592 4.108
H: -1.088 0.586 -5.134
H: -5.009 3.698 -0.571
H: -2.186 0.720 -0.506
H: 4.470 -7.041 4.397
H: 1.443 -2.957 -1.459
C: -2.139 1.436 2.088
O: -5.003 4.295 -1.335
H: 8.540 -2.224 -0.927
C: -1.481 2.520 -1.459
O: -3.105 -3.433 -2.875
H: 6.719 -0.776 -1.634
O: 7.614 -0.735 -1.995
O: -1.063 0.272 -4.217

Charges computed using Löwdin, reported in e:
1 O -0.04
2 H 0.00
3 O -0.06
4 O 0.25
5 O 0.22
6 H 0.00
7 H 0.08
8 H 0.05
9 H 0.02
10 H -0.02
11 H 0.05
12 H 0.04
13 H 0.05
14 H 0.00
15 H 0.04
16 H 0.06
17 C 0.00
18 H 0.01
19 H 0.14
20 O -0.04
21 H 0.04
22 H 0.12
23 C -0.05
24 C -0.05
25 O -0.06
26 C -0.17
27 O -0.05
28 H 0.06
29 H 0.03
30 H 0.08
31 H 0.05
32 H 0.04
33 H 0.04
34 H 0.01
35 O -0.05
36 H 0.02
37 O 0.22
38 H 0.03
39 O -0.07
40 H 0.12
41 O -0.07
42 H 0.02
43 C 0.04
44 O -0.05
45 H 0.04
46 O -0.05
47 O -0.03
48 H 0.06
49 H 0.01
50 H 0.13
51 O -0.05
52 O -0.07
53 O -0.04
54 H 0.05
55 H 0.04
56 H 0.13
57 B -0.75
58 C 0.06
59 H 0.00
60 O -0.05
61 H 0.07
62 H 0.05
63 H 0.03
64 O -0.05
65 H 0.13
66 H -0.01
67 H 0.06
68 H 0.00
69 O -0.05
70 H 0.19
71 N 0.12
72 H 0.04
73 H 0.07
74 O 0.07
75 H 0.06
76 H 0.04
77 H 0.03
78 H 0.14
79 H -0.01
80 H 0.01
81 C -0.42
82 O -0.04
83 H -0.01
84 C 0.00
85 O -0.05
86 H 0.01
87 O -0.05
88 O -0.05

***

Repeat the second record exactly.
C8H4ClMnN2O4S3 as an isolated structure. Source: the Open Molecules 2025 dataset; level of theory: wB97M-V/def2-TZVPD.

Results
expectation value of S²	8.7547
net charge	-1
HOMO (spin up / spin down)	-5.18 / -5.20	eV
2S+1	6
gap between HOMO and LUMO (spin up / spin down)	0.2871 / 0.2877	Eh
energy above the lowest of the compared OMol25 structures with the same formula, charge and spin	4.4	kJ/mol

Atoms and positions in Å:
N: 4.505 2.138 0.953
C: -2.946 -0.730 0.228
O: 1.140 0.063 2.333
Mn: 2.114 1.065 0.520
C: 0.907 0.688 -1.914
S: -0.181 0.158 -3.181
S: 2.494 1.239 -2.143
Cl: 1.911 -1.197 2.264
N: 0.369 0.616 -0.716
C: -3.433 -1.031 -1.046
H: -4.420 -1.461 -1.160
H: -3.562 -0.934 1.095
O: 2.760 -1.017 1.064
H: -1.292 0.039 1.387
C: -2.656 -0.792 -2.170
C: -0.904 0.065 -0.719
O: 1.032 -2.309 2.085
C: 3.524 2.742 1.137
C: -1.391 -0.247 -1.993
H: -3.027 -1.028 -3.160
O: 2.726 -1.341 3.426
S: 2.018 3.452 1.305
C: -1.688 -0.181 0.404

Charges computed using Löwdin, reported in e:
1 N 0.06
2 C -0.09
3 O -0.42
4 Mn 0.58
5 C -1.17
6 S 1.00
7 S 0.53
8 Cl 0.70
9 N -0.09
10 C -0.11
11 H 0.09
12 H 0.10
13 O -0.40
14 H 0.10
15 C -0.11
16 C -0.30
17 O -0.31
18 C -1.00
19 C -0.48
20 H 0.10
21 O -0.30
22 S 0.52
23 C -0.01